1.
C28H35HfNO6PS2 as an isolated structure, computed with ωB97M-V/def2-TZVPD.

Summary:
**E**: -2779.77581 a.u.
**HOMO level**: -0.399 Eh
**Energy above the lowest of the compared OMol25 structures with the same formula, charge and spin**: 3.1622 eV
**Total charge**: +1

Each line ends with the Löwdin charge.
Element x y z (Å)
1 S -0.23279 1.35461 2.01185  0.6060
2 C 2.44259 -1.25426 -0.42074  -0.2554
3 C -0.55758 -6.75544 -2.28977  -0.0404
4 H -3.36368 -0.88586 1.82063  0.0644
5 H -3.42559 -3.67772 -2.72935  0.0697
6 N 1.06289 -1.62031 -0.43220  -0.1623
7 C -0.13886 -5.38735 -1.85562  -0.2658
8 H 4.98879 -0.41516 -2.46582  0.1253
9 H -4.54644 -1.35720 0.58641  0.0695
10 C -4.01358 -2.86812 -2.30955  -0.0909
11 C 4.50724 -1.14237 0.79079  0.0152
12 H -5.45856 2.27479 0.25043  0.1231
13 C -4.42637 2.19348 0.55319  -0.0201
14 C 4.46757 -0.68514 -1.56062  0.0128
15 H -0.03851 -7.51215 -1.70571  0.0870
16 C -3.43198 2.04515 -0.40594  -0.0264
17 O 0.18818 2.89564 -0.76273  -0.2304
18 C 3.13673 -1.34188 0.79538  -0.1943
19 O -0.40546 0.72118 -1.63804  -0.4558
20 C 3.09389 -0.87174 -1.60273  -0.1985
21 O 0.00423 1.84703 3.31380  -0.1680
22 C 1.60663 -3.79288 -1.37361  0.0071
23 H -1.70362 -0.36853 -2.97340  0.0436
24 H -1.19227 -3.93663 1.41507  0.0764
25 H 2.65524 -3.54126 -1.32222  0.1228
26 H 1.34223 -0.23258 -2.66758  0.0544
27 C -3.88082 -1.73198 1.36528  -0.0999
28 H 7.12451 -1.34051 0.38226  0.0837
29 H -2.45880 2.20982 3.31419  0.1280
30 H -1.70496 -2.04298 -3.55057  0.0860
31 H 3.02684 -1.73297 2.89995  0.0921
32 H 1.96199 -5.74949 -2.11845  0.1249
33 H 7.07933 -1.01978 -1.35974  0.0837
34 C -0.70661 -3.15476 -1.06410  -0.2836
35 C -2.33725 -1.22468 -3.20692  -0.1025
36 C -3.13553 -1.66501 -1.98107  -0.5101
37 H 2.11665 -1.67860 -3.32844  0.0922
38 C -2.75551 2.16095 2.27782  -0.0267
39 S -0.86820 2.14978 -1.36163  0.5328
40 H -4.55980 -3.22312 -1.44066  0.0707
41 C 2.36473 -1.68512 2.03936  -0.0141
42 H -4.48454 -2.21854 2.12911  0.0903
43 H -2.11924 -4.71723 -1.46999  0.1010
44 O -0.66271 -0.10647 1.90970  -0.4182
45 H -4.74040 -2.56810 -3.06076  0.0913
46 H 5.05656 -1.23139 1.71415  0.1235
47 C 2.30810 -0.70719 -2.87089  -0.0101
48 H -2.37609 -3.61091 2.69034  0.0924
49 H -1.62716 -6.89362 -2.16247  0.0779
50 H -3.37947 -3.59124 0.38075  0.1072
51 H 2.86151 -0.09485 -3.57841  0.0922
52 O -1.57093 2.66943 -2.48271  -0.2163
53 H 1.59523 -0.92610 2.23465  0.0485
54 O 0.89114 1.33397 1.05411  -0.3272
55 Hf -0.04576 -0.10090 0.01403  1.4220
56 C 1.21038 -5.03382 -1.81983  -0.0094
57 C -1.85439 -3.18023 1.83711  -0.0977
58 H -3.79061 -0.83983 -1.66360  0.0989
59 P -1.91860 -1.87165 -0.56989  1.0785
60 H -3.01016 -0.94256 -4.01454  0.0930
61 C 5.19086 -0.85142 -0.38551  -0.2453
62 H -3.64594 2.06906 -1.46523  0.1246
63 H -0.30628 -6.91096 -3.33736  0.0887
64 H 1.86888 -2.65130 1.92486  0.0939
65 C -1.76683 1.97537 1.32005  -0.2450
66 C -2.09664 1.90940 -0.03290  -0.2636
67 H -4.84970 2.45993 2.63735  0.1262
68 C -4.08391 2.28988 1.89473  -0.0142
69 C 0.66903 -2.82923 -0.96932  -0.2778
70 H 6.97249 0.30946 -0.21281  0.0930
71 C 6.67945 -0.72346 -0.39368  -0.0355
72 C -1.07525 -4.43977 -1.47129  -0.0438
73 C -2.86502 -2.71637 0.79132  -0.5214
74 H -1.24379 -2.33989 2.17794  0.0563


2.
C28H36BBeN4O2SSi2 as an isolated structure, computed with ωB97M-V/def2-TZVPD.

Summary:
**E**: -2474.91655 a.u.
**HOMO level**: -0.182 Eh
**Energy above the lowest of the compared OMol25 structures with the same formula, charge and spin**: 5.2890 eV
**Total charge**: -1

Each line ends with the Löwdin charge.
Element x y z (Å)
1 C -4.10500 -0.16534 -1.48305  -0.0405
2 H 2.47511 -4.07964 2.37561  0.1026
3 C -0.17258 0.53154 0.72646  -0.3412
4 Be 0.78580 -0.47768 -0.38131  0.1633
5 H 5.47028 -1.31926 -1.42664  -0.0058
6 C 3.93863 -3.98055 0.80267  -0.0750
7 C -2.46749 1.69550 -0.20301  -0.0488
8 H -2.98421 2.62380 -4.38092  0.1022
9 H -2.41002 -3.08285 -1.91241  0.0880
10 C -1.03413 1.10346 -0.40909  -0.3318
11 C -2.52378 2.15830 -3.51681  -0.0196
12 C -0.28622 3.29488 2.19329  -0.1574
13 C -1.42297 -1.24095 -1.59917  -0.2307
14 H -2.79120 -2.13520 2.32249  0.0348
15 C -1.32467 1.59887 -3.62651  -0.0711
16 H 1.14483 0.85799 3.83426  0.0072
17 C -3.00108 0.82233 -1.39724  -0.2305
18 B 5.07821 -0.21478 -1.12416  -0.4008
19 H 1.18826 -1.48504 2.67998  0.0129
20 H -4.66854 -2.12236 -1.96019  0.0982
21 H 2.79507 3.30863 1.24474  0.0322
22 H -2.87434 1.65449 0.80473  0.1261
23 C 2.13708 2.79680 0.53460  -0.1643
24 C -3.25046 2.11796 -2.22074  -0.1494
25 H -2.53100 -0.08822 3.99505  0.0281
26 H 0.57538 -3.55307 0.86397  0.1052
27 H -2.64266 1.31885 2.93508  0.0167
28 C 2.65109 -3.90621 1.32153  -0.0770
29 H 0.21492 -1.13156 4.10235  0.0249
30 H -1.60244 4.89578 -1.38702  0.1060
31 C -1.51744 3.81697 -1.32192  -0.0339
32 H 1.69986 3.56024 -0.10619  0.0044
33 H -4.31786 2.28425 -2.36985  0.1350
34 H 5.59706 0.18840 -0.10368  0.0055
35 H -3.52295 3.59774 -0.59568  0.1336
36 C -1.95266 0.58352 3.35324  -0.1867
37 H -1.24793 1.12110 3.99155  0.0115
38 C 1.58909 -3.60240 0.48706  -0.0756
39 H 2.74981 2.14354 -0.08129  0.0138
40 C 4.16414 -3.75900 -0.54687  -0.0819
41 H 0.32560 4.17022 2.43114  0.0302
42 S 0.46565 -2.99764 -1.91961  0.6338
43 H -0.84142 3.01624 3.09012  0.0079
44 C -2.71867 2.99405 -1.01485  -0.1650
45 H 5.17058 -3.79159 -0.94097  0.1019
46 C 3.53692 -0.32523 -0.83140  -0.1210
47 O 0.96872 -2.79805 -3.25302  -0.2964
48 N -0.69108 0.93623 -2.53847  0.0538
49 N 2.40571 -0.40651 -0.61533  0.1962
50 C -2.33424 -1.67787 1.43840  -0.1533
51 Si -1.04470 -0.45930 2.05122  0.4768
52 H -5.12679 0.19144 -1.39903  0.1013
53 Si 0.82594 1.90129 1.54905  0.4801
54 C 3.10588 -3.44726 -1.38877  -0.0661
55 H -1.89465 -2.47166 0.83264  0.0285
56 C -3.84197 -1.43659 -1.80701  -0.0786
57 C -2.49848 -2.01020 -1.85030  -0.0369
58 C -0.36177 3.22150 -1.58555  -0.1113
59 H -0.16902 -2.53390 3.10848  0.0275
60 H 0.51275 3.77304 -1.91163  0.1085
61 H -3.13248 -1.21677 0.85396  0.0242
62 H 5.20511 0.57420 -2.03501  0.0052
63 H -1.00772 3.60079 1.43317  0.0152
64 C -1.58603 0.24030 -1.57476  -0.2251
65 N -0.10371 -1.60954 -1.28726  -0.1083
66 H 2.37204 2.06696 3.45006  0.0310
67 C 0.17258 -1.49565 3.07320  -0.1813
68 N -0.18337 1.82317 -1.42482  0.0232
69 H 4.77202 -4.20071 1.45791  0.1007
70 O -0.48293 -4.07267 -1.73250  -0.3104
71 C 1.83231 -3.36059 -0.85735  -0.3029
72 H -0.76894 1.59985 -4.55743  0.1067
73 H 2.47523 0.45581 2.74083  0.0340
74 H 3.25754 -3.22952 -2.43704  0.1188
75 C 1.78036 1.24535 3.03702  -0.1793